Entry 1:
14
Properties=species:S:1:pos:R:3:mulliken_charge:R:1 method="wB97M-V/def2-TZVPD" charge=0 smiles="CCC(=O)CO" de_lowest_kcal_mol=27.05 energy_ha=-307.66932 multiplicity=1
O 2.13 1.00 0.12 -0.532
O -0.84 0.31 -1.71 -0.585
C -0.08 0.36 -0.76 0.322
C 1.41 0.52 -0.98 -0.387
C -1.55 -0.96 0.74 -1.097
C -0.58 0.23 0.65 -0.028
H -1.02 1.23 0.77 0.259
H 1.55 1.21 -1.82 0.331
H -1.64 -1.36 1.75 0.343
H 0.22 0.16 1.38 0.252
H -1.19 -1.78 0.10 0.316
H 1.73 -0.48 -1.30 0.217
H -2.55 -0.71 0.37 0.265
H 2.41 0.26 0.67 0.325

Entry 2:
22
Properties=species:S:1:pos:R:3:mulliken_charge:R:1 method="wB97M-V/def2-TZVPD" charge=0 smiles=NCCCNCO.O de_lowest_kcal_mol=41.31 energy_ha=-420.73927 multiplicity=1
O -0.33 0.88 -2.50 -0.574
O -0.53 2.28 0.25 -0.443
N -0.68 0.54 1.85 -0.321
N 0.39 -2.32 -1.32 -0.634
C 1.38 -1.91 -0.30 -0.693
C 1.06 -0.46 0.09 -0.268
C -0.31 -0.43 0.79 -0.532
C -1.20 1.79 1.39 -0.491
H 1.76 -0.24 0.96 0.359
H 1.16 0.38 -0.59 0.166
H -0.41 -1.37 1.47 0.172
H -1.12 2.54 2.19 0.362
H 0.22 -1.68 -2.07 0.252
H -0.98 0.34 -2.95 0.294
H 2.44 -1.86 -0.55 0.292
H -1.14 -0.35 0.06 0.306
H 1.23 -2.62 0.53 0.347
H 0.20 2.88 0.46 0.281
H -2.25 1.59 1.07 0.279
H -0.58 1.80 -2.41 0.280
H -0.47 -2.56 -0.86 0.304
H 0.16 0.78 2.43 0.261

Entry 3:
15
Properties=species:S:1:pos:R:3:mulliken_charge:R:1 method="wB97M-V/def2-TZVPD" charge=+2 de_lowest_kcal_mol=8.99 energy_ha=-2002.83696 multiplicity=1
Cl -2.01 -2.86 0.01 -0.055
Cl -2.61 2.63 -0.65 -0.016
Cl -1.70 -1.50 2.81 -0.034
P -1.05 -1.42 1.01 0.602
N 1.75 0.16 -0.51 0.176
N -2.11 0.29 0.32 -0.386
N -0.32 1.40 -0.72 -0.225
C 2.84 -0.65 -0.24 -0.657
C 0.69 0.61 -0.52 0.284
C -1.65 1.32 -0.29 0.694
H -0.12 2.27 -1.30 0.304
H -3.14 0.25 0.58 0.299
H 3.20 -0.52 0.74 0.352
H 3.70 -0.37 -0.90 0.296
H 2.51 -1.60 -0.34 0.364

Quick rundown of frontier orbital gap, same order as above: 10.14, 9.24, 9.54 eV